# 1
{
  "formula": "C25H42F7O8PS2",
  "method": "the ωB97M-V functional and the def2-TZVPD basis",
  "homo_lumo_gap_ev": 10.187,
  "e_tot_ha": -3416.44767,
  "e_above_lowest_kcal_mol": 0.00,
  "species": ["C", "C", "C", "C", "C", "C", "C", "C", "C", "C", "C", "P", "O", "O", "S", "O", "O", "C", "C", "S", "O", "O", "C", "F", "F", "C", "F", "F", "C", "F", "F", "F", "C", "C", "C", "C", "C", "C", "C", "O", "C", "C", "O", "H", "H", "H", "H", "H", "H", "H", "H", "H", "H", "H", "H", "H", "H", "H", "H", "H", "H", "H", "H", "H", "H", "H", "H", "H", "H", "H", "H", "H", "H", "H", "H", "H", "H", "H", "H", "H", "H", "H", "H", "H", "H"],
  "positions_angstrom": [[6.262, -3.098, 0.982], [5.676, -4.499, 1.151], [5.232, -5.264, -0.131], [5.508, -4.601, -1.479], [4.509, -3.505, -1.883], [3.096, -4.015, -2.140], [2.033, -2.917, -2.002], [2.028, -2.310, -0.580], [0.642, -2.171, 0.064], [-0.183, -0.899, -0.175], [0.431, 0.479, 0.150], [1.293, 0.287, 1.808], [2.696, -0.174, 1.722], [1.512, 0.855, -0.723], [1.374, 1.067, -2.329], [0.912, -0.152, -2.943], [0.010, 2.014, -2.388], [0.166, 3.192, -1.600], [-0.414, 2.981, -0.183], [0.586, 3.832, 1.043], [0.026, 3.651, 2.355], [1.973, 3.517, 0.839], [0.326, 5.671, 0.762], [-0.998, 5.834, 0.561], [0.671, 6.246, 1.911], [1.066, 6.417, -0.384], [0.530, 6.072, -1.565], [0.799, 7.722, -0.172], [2.621, 6.278, -0.466], [2.956, 5.235, -1.209], [3.145, 6.168, 0.736], [3.104, 7.364, -1.045], [-0.734, 1.512, 0.186], [-1.616, 1.439, 1.464], [-2.957, 0.711, 1.268], [-4.005, 1.183, 2.282], [-4.984, 0.081, 2.721], [-5.604, -0.710, 1.570], [-6.677, 0.093, 0.828], [-6.565, -0.034, -0.600], [-7.492, -0.846, -1.178], [-8.246, -0.194, -2.294], [-7.673, -1.980, -0.806], [6.745, -2.805, 1.917], [5.486, -2.353, 0.807], [7.025, -3.036, 0.208], [4.794, -4.387, 1.787], [6.369, -5.123, 1.715], [4.174, -5.505, -0.037], [5.752, -6.225, -0.135], [6.526, -4.216, -1.527], [5.447, -5.381, -2.247], [4.897, -3.031, -2.789], [4.533, -2.735, -1.111], [2.846, -4.878, -1.520], [3.065, -4.372, -3.176], [2.284, -2.157, -2.740], [1.054, -3.343, -2.229], [2.586, -3.008, 0.053], [2.596, -1.385, -0.554], [0.039, -2.997, -0.326], [0.728, -2.379, 1.133], [-0.607, -0.892, -1.180], [-1.046, -0.964, 0.494], [1.142, 1.497, 2.496], [0.444, -0.608, 2.486], [1.224, 3.450, -1.558], [-0.395, 3.979, -2.092], [-1.383, 3.485, -0.166], [-1.392, 1.201, -0.628], [-1.115, 1.005, 2.327], [-1.862, 2.459, 1.754], [-2.805, -0.362, 1.405], [-3.321, 0.861, 0.249], [-3.487, 1.541, 3.174], [-4.577, 2.017, 1.868], [-5.805, 0.565, 3.261], [-4.491, -0.585, 3.430], [-4.871, -1.038, 0.835], [-6.051, -1.621, 1.971], [-6.583, 1.154, 1.063], [-7.669, -0.235, 1.141], [-8.512, -0.943, -3.036], [-9.168, 0.230, -1.896], [-7.650, 0.589, -2.754]]
}

# 2
{
  "formula": "C25H42GeN5O5RuS3SeSi",
  "method": "the ωB97M-V functional and the def2-TZVPD basis",
  "s_squared": 8.7643,
  "homo_lumo_gap_ev": [8.643, 6.966],
  "e_tot_ha": -7685.14779,
  "spin_multiplicity": 6,
  "species": ["Ru", "O", "S", "O", "O", "S", "C", "C", "C", "C", "Ge", "C", "C", "C", "C", "H", "H", "H", "H", "H", "H", "H", "H", "H", "H", "H", "H", "H", "H", "H", "H", "H", "H", "H", "N", "C", "O", "C", "C", "C", "C", "N", "C", "H", "H", "H", "H", "H", "H", "C", "Si", "C", "C", "O", "H", "H", "H", "H", "H", "H", "H", "H", "H", "N", "C", "S", "N", "C", "C", "C", "C", "C", "C", "H", "H", "H", "H", "H", "H", "H", "H", "Se", "C", "N"],
  "positions_angstrom": [[11.799, 10.977, 12.444], [10.681, 14.905, 13.494], [10.001, 13.767, 12.939], [10.397, 12.517, 13.590], [8.541, 13.862, 12.832], [10.886, 13.578, 11.009], [15.199, 15.104, 6.646], [14.112, 14.118, 7.145], [13.913, 14.027, 8.639], [13.119, 15.244, 9.159], [12.516, 15.233, 11.045], [13.797, 14.750, 12.397], [14.895, 15.782, 12.433], [14.358, 17.157, 12.908], [15.470, 18.105, 13.235], [14.827, 15.658, 5.814], [16.126, 14.617, 6.340], [15.464, 15.804, 7.482], [14.375, 13.039, 6.865], [13.161, 14.382, 6.664], [14.914, 13.929, 9.062], [13.309, 13.152, 8.904], [12.180, 15.354, 8.638], [13.713, 16.181, 9.094], [11.802, 16.564, 11.274], [14.188, 13.761, 12.133], [13.295, 14.652, 13.377], [15.368, 15.887, 11.440], [15.680, 15.512, 13.216], [13.660, 16.973, 13.704], [13.757, 17.650, 12.180], [16.117, 17.806, 14.021], [15.017, 19.017, 13.658], [16.057, 18.318, 12.307], [6.105, 12.531, 12.919], [5.999, 11.486, 12.096], [5.076, 10.655, 12.119], [7.214, 11.167, 11.264], [7.203, 11.060, 9.884], [8.390, 10.741, 9.262], [9.543, 10.550, 10.043], [9.533, 10.651, 11.368], [8.395, 10.941, 11.962], [5.420, 12.639, 13.675], [7.007, 12.948, 13.086], [6.284, 11.164, 9.313], [8.437, 10.620, 8.209], [10.532, 10.260, 9.599], [8.477, 11.058, 13.018], [16.265, 12.211, 11.559], [15.114, 10.705, 11.438], [14.744, 9.940, 9.802], [15.654, 9.540, 12.728], [13.542, 11.359, 11.757], [17.330, 11.997, 11.344], [16.203, 12.470, 12.610], [15.887, 13.026, 10.948], [15.563, 9.954, 9.102], [13.851, 10.423, 9.335], [14.500, 8.882, 9.887], [16.610, 9.196, 12.512], [15.086, 8.651, 12.912], [15.732, 10.107, 13.674], [13.410, 6.747, 13.874], [12.328, 7.450, 13.524], [12.364, 8.216, 12.031], [11.314, 7.284, 14.368], [9.942, 7.587, 14.047], [9.178, 8.397, 14.866], [7.809, 8.671, 14.548], [7.291, 8.160, 13.359], [8.113, 7.429, 12.486], [9.430, 7.134, 12.869], [14.306, 7.067, 13.456], [13.496, 6.282, 14.720], [11.530, 6.966, 15.295], [9.674, 8.894, 15.740], [7.185, 9.307, 15.177], [6.265, 8.471, 13.060], [7.685, 7.133, 11.555], [10.060, 6.619, 12.219], [12.286, 11.091, 14.988], [13.590, 9.846, 15.267], [14.372, 9.068, 15.615]]
}